This record from OMol25 describes C16H25GaN5O6 as an isolated structure in a non-equilibrium geometry. The level of theory is ωB97M-V/def2-TZVPD.

Structure (XYZ):
```
53
Properties=species:S:1:pos:R:3:lowdin_charge:R:1
C 0.944 2.354 -0.003 -0.2140
H -2.041 1.646 -1.309 0.0401
H 1.520 3.363 1.763 0.1120
C -1.852 0.588 -1.491 -0.1072
H 3.340 3.385 -0.705 0.0883
H 1.029 0.151 4.244 0.1206
N 1.484 -0.813 0.985 0.2203
H -1.517 -4.098 1.457 0.1030
H -1.384 0.296 1.628 0.0813
H 0.072 -4.853 -0.269 0.1050
H -1.156 -4.769 -1.596 0.1098
Ga -0.281 -0.125 -0.957 0.3427
C -0.398 -2.894 -0.921 -0.1983
O 2.551 0.099 -2.024 0.0661
C -0.207 -4.346 -1.210 0.0114
H -2.704 -2.796 1.674 0.0907
H 2.014 -0.054 6.530 0.1114
C 1.969 -0.937 2.032 -0.0700
C 3.194 2.472 -1.294 0.0330
C 1.118 3.601 0.773 0.0070
H 1.805 4.309 0.305 0.0892
H 4.101 -1.367 6.890 0.1170
O 1.414 -2.276 -2.142 -0.0701
H 4.191 -2.283 2.658 0.1265
H 0.156 4.101 0.913 0.0984
N 1.585 0.637 -1.445 -0.0380
H -2.694 -0.057 -1.247 0.0508
C 2.551 -1.063 3.335 -0.2266
O 2.284 -0.920 -3.888 -0.0810
N -1.170 -1.183 0.463 -0.0738
N -0.036 1.503 0.376 -0.0290
H 5.182 -2.485 4.943 0.1131
C 2.500 -0.545 5.697 -0.0569
C 3.727 -1.802 3.525 -0.0189
C -2.140 -3.368 0.934 0.0169
H -3.713 3.416 1.079 0.0450
O -2.828 3.785 0.961 -0.0647
C -1.282 -2.461 0.134 -0.2223
N 0.359 -1.915 -1.468 -0.0632
C 4.273 -1.908 4.808 -0.0559
H 4.023 1.774 -1.078 0.1198
H 0.592 -4.464 -1.951 0.0907
H -2.219 3.078 1.254 -0.0072
C 1.940 -0.427 4.423 -0.0230
H 3.255 2.720 -2.369 0.1262
H -1.580 0.471 -2.552 0.0281
O -1.718 -0.683 1.598 0.0160
C 1.874 1.879 -0.954 -0.1432
O -0.737 1.775 1.438 -0.0262
C 3.668 -1.280 5.895 -0.0524
H 1.676 -1.607 -3.107 0.0056
H -2.829 -3.919 0.286 0.1050
H 1.604 -0.232 -4.107 0.0508
```

* energy relative to the best compared isomer or geometry (same formula, charge and spin): 5.7 kcal/mol
* F_max: 3.699 eV/Å
* total charge: +1
* Kohn-Sham gap (alpha / beta): 5.0 / 5.0 eV
* lowest unoccupied orbital energy (alpha / beta): -6.69 / -6.70 eV
* multiplicity: 1
* HOMO level (alpha / beta): -11.6740 / -11.6732 eV